1.
A molecular structure, C21H33BaBr2NO5PS3 at a distorted geometry, computed with ωB97M-V with the def2-TZVPD basis set.

Properties
Strongest force on any atom = 6.7 eV/Å
Lowest unoccupied orbital energy (alpha / beta) = 4.0 / 3.2 eV
HOMO-LUMO gap (alpha / beta) = 5.57 / 4.82 eV
E = -216617.987 eV
⟨S²⟩ = 0.765
ΔE to the lowest compared entry with this formula, charge and spin = 93.4 kcal per mole
E_HOMO (alpha / beta) = -1.610 / -1.610 eV

```
! RIJCOSX wB97M-V def2-TZVPD def2/J DEFGRID3
* xyz -2 2
H 5.133 -1.918 -0.527
H -3.306 5.122 0.329
C 3.749 1.896 -1.802
O 6.187 0.465 -3.995
C 4.141 0.743 -2.446
H -6.353 0.067 0.996
S 0.308 -0.459 1.241
S 0.063 -3.784 0.338
H -2.071 2.596 3.686
O 6.585 1.348 -1.746
C -5.441 -0.048 0.404
H -4.739 1.970 -2.054
H -2.456 -4.623 -1.920
H 3.966 -2.220 4.652
Br -4.607 -3.426 -1.863
C 4.671 -2.647 0.145
H -2.644 -3.551 -3.325
Br -2.927 -0.185 -2.472
H 5.275 -3.553 0.139
H 3.251 -3.112 -1.410
H 2.098 3.149 -1.242
C -2.683 -3.604 -2.233
O 1.683 -2.806 2.330
H 2.907 -3.912 0.141
H 3.542 -0.965 -3.557
H -5.692 -0.004 -0.652
H -0.889 1.971 2.538
C 3.206 -0.070 -3.053
C -1.727 2.661 2.651
C -2.810 2.290 1.698
C -2.692 4.263 0.039
S 5.891 0.354 -2.567
H -0.120 2.645 -1.916
N 0.101 1.722 -2.255
H -0.510 1.394 -2.992
O 2.361 -1.936 -0.012
C -3.433 0.061 2.894
H 1.787 -1.393 3.805
H -1.683 4.429 0.411
H -5.020 -1.037 0.603
H -3.859 -0.895 2.590
H 4.646 -2.250 1.161
H -1.356 3.667 2.467
O 6.026 -1.017 -2.058
C -5.079 2.578 -1.212
H -6.129 2.351 -1.035
H -4.978 3.632 -1.453
H -2.659 4.218 -1.050
C 2.410 2.244 -1.750
H 4.519 2.503 -1.345
H 1.110 -0.348 -3.508
C -3.575 1.059 1.793
H -2.385 -0.080 3.155
C 3.378 -2.842 3.982
C -4.453 1.022 0.738
C 2.452 -1.976 3.151
C -3.241 2.978 0.579
C 1.866 0.270 -3.021
C 3.264 -2.979 -0.324
H -3.955 0.394 3.797
H 4.041 -3.401 3.326
C 1.451 1.431 -2.361
H 3.022 -1.269 2.535
Ba -1.192 -1.636 -0.625
P 1.055 -2.219 0.921
C -4.277 2.224 -0.019
H 2.794 -3.553 4.565
*
```

=====

2.
7 unconnected molecules or ions with the total composition C12H38O9 at a distorted geometry, computed with ωB97M-V with the def2-TZVPD basis set.

Properties
Strongest force on any atom = 3.2 eV/Å
Lowest unoccupied orbital energy = 0.6 eV
HOMO-LUMO gap = 10.63 eV
E = -31485.286 eV
ΔE to the lowest compared entry with this formula, charge and spin = 6.7 kcal per mole
E_HOMO = -10.051 eV

```
! RIJCOSX wB97M-V def2-TZVPD def2/J DEFGRID3
* xyz 0 1
H -3.067 -2.128 3.378
O -2.604 -1.745 4.198
H -0.558 -0.437 3.676
C -0.870 -4.433 -1.063
H -3.287 2.469 -1.962
C 4.063 0.292 2.390
H 0.063 0.824 0.036
H -0.015 -1.079 -4.266
H 1.424 0.724 0.854
H 0.457 4.891 0.221
H 1.401 0.895 -4.263
H 4.465 1.308 0.465
O 0.641 1.314 0.663
C -2.890 1.556 -2.383
H 0.930 -4.426 -0.599
C 0.604 -0.972 -3.390
H -1.240 -3.380 3.794
O -0.033 3.386 -0.978
H 4.139 0.678 3.392
H -3.375 1.494 -3.339
H -2.996 -0.662 -1.797
H -1.103 -3.889 -2.025
H 1.233 -2.444 2.757
H -1.958 4.097 0.569
H 0.029 5.342 -1.386
H -1.905 -2.809 0.168
H 1.132 -1.860 -3.286
H -1.881 5.823 0.372
H -4.493 0.249 -1.527
H 2.175 -0.165 2.516
H -1.210 2.405 -1.977
H 5.875 1.089 1.442
O 0.960 -1.730 3.360
H -2.361 4.883 -0.976
H -3.005 0.558 -0.431
H 2.647 -0.241 -3.766
H 4.556 2.261 1.897
H -0.636 0.119 -2.359
O 2.734 0.184 1.866
C -0.942 -3.397 0.100
C -1.241 -2.289 4.081
H -0.819 -1.352 2.192
O -0.227 -0.756 -2.239
H -0.992 -3.973 1.048
C -3.367 0.379 -1.527
C 4.788 1.294 1.531
H 1.714 0.657 -2.492
H 0.291 2.792 -0.247
C -1.698 4.854 -0.125
O -1.508 1.712 -2.553
H 0.237 -2.080 -0.697
C -0.247 4.725 -0.580
H 4.604 -0.659 2.414
C -0.445 -1.399 3.199
C 1.689 0.228 -3.501
H -1.664 -5.209 -1.027
H -0.769 -2.309 5.106
O 0.187 -2.631 0.157
O 0.368 -5.027 -1.079
*
```

=====

3.
A molecular structure, C4H7ClS at a distorted geometry, computed with ωB97M-V with the def2-TZVPD basis set.

Properties
Strongest force on any atom = 3.7 eV/Å
Lowest unoccupied orbital energy = 0.8 eV
HOMO-LUMO gap = 9.61 eV
E = -27617.802 eV
ΔE to the lowest compared entry with this formula, charge and spin = 20.9 kcal per mole
E_HOMO = -8.802 eV

```
! RIJCOSX wB97M-V def2-TZVPD def2/J DEFGRID3
* xyz 0 1
H -0.560 -2.122 -0.650
S -2.214 -0.467 -0.168
C 0.060 -0.055 -0.325
H -0.391 -1.727 1.242
H 1.501 1.525 -0.080
H 1.025 0.377 1.320
H -1.204 1.664 -0.920
C 1.340 0.453 0.243
C -0.638 -1.338 0.151
H 0.364 -0.219 -1.366
C -1.007 0.920 -0.132
H -1.121 1.466 0.885
Cl 2.847 -0.477 -0.202
*
```

=====

4.
11 unconnected molecules or ions with the total composition C26H66BF4N3O7 at a distorted geometry, computed with ωB97M-V with the def2-TZVPD basis set.

Properties
Strongest force on any atom = 9.1 eV/Å
Lowest unoccupied orbital energy = -0.3 eV
HOMO-LUMO gap = 9.19 eV
E = -58373.913 eV
ΔE to the lowest compared entry with this formula, charge and spin = 0.0 kcal per mole
E_HOMO = -9.485 eV

```
! RIJCOSX wB97M-V def2-TZVPD def2/J DEFGRID3
* xyz 0 1
C 1.011 2.363 -0.393
H 3.917 -0.597 -1.822
H -0.527 -3.080 -1.329
C 2.490 2.193 3.581
F -0.335 -1.680 -0.239
H 5.294 4.833 -4.857
H 3.374 3.553 -4.879
H 0.909 -5.383 -1.983
H -3.209 -2.366 -1.321
F -0.474 -0.416 1.581
H 2.238 0.344 4.520
C 2.375 0.739 3.403
H -1.591 -5.879 -1.141
H -6.999 0.654 1.097
F -2.279 -0.647 0.352
H -0.580 3.363 -1.170
H 1.974 4.737 -2.105
C 0.378 -4.827 -1.177
H -7.311 -0.559 2.448
H -4.074 2.767 -2.988
C -3.482 3.375 -2.301
F -1.431 -2.410 1.463
H 0.432 1.651 0.289
C -5.250 0.038 2.342
H -4.540 0.789 1.915
H 4.416 -1.794 -3.118
H -4.041 1.924 -0.775
H 3.670 -4.634 2.730
C -3.809 -3.215 -1.286
H 3.024 4.756 -3.925
H 0.793 1.072 -1.928
H -2.583 3.740 -2.891
H -0.988 -4.858 0.339
H 1.326 -2.915 -3.455
C 2.087 -3.603 2.093
H -2.919 3.025 -0.174
H -0.337 -6.354 -0.083
C -6.764 0.346 2.217
C -0.769 -5.467 -0.421
H 1.833 -2.981 5.273
H 0.169 4.348 -0.426
H 5.560 4.959 -3.205
C 0.903 -2.371 5.506
H 2.653 -2.625 -1.830
O -5.018 -1.090 1.431
C -1.760 4.211 2.697
H -7.122 1.194 2.810
H 2.226 -5.266 3.054
H 1.719 -1.247 -2.205
O -0.880 -3.444 4.080
C -4.683 -3.058 -2.644
H -2.861 4.450 2.633
H 0.521 4.577 -2.977
H 1.736 1.431 -4.027
H 3.731 -0.153 -3.499
N 2.672 3.365 3.496
B -1.161 -1.272 0.752
C -3.114 2.390 -1.111
C 2.531 -1.918 -2.544
H 2.194 -2.856 2.995
H 5.824 3.601 -4.044
C 2.832 -4.816 2.235
H 2.141 0.702 -1.462
H -4.521 -3.161 -0.414
H -1.262 4.598 1.862
H 1.021 -3.921 2.152
H 0.049 3.098 2.625
C 1.154 3.981 -2.207
H 2.569 -2.997 1.210
H 0.406 -3.067 6.133
H 0.243 -1.760 3.567
H -4.117 -1.036 0.992
C 3.621 3.844 -3.921
C 3.243 2.878 -2.822
H 0.147 2.157 -4.059
H 1.961 2.539 0.273
C 1.210 2.177 -3.858
C -0.286 -2.219 4.490
C 1.584 1.626 -1.601
H -4.195 4.187 -1.962
C 0.373 3.623 -1.003
C 3.775 -0.990 -2.842
H 3.385 0.040 3.183
H 1.544 2.737 -4.807
O -1.630 2.066 2.007
C 5.130 4.333 -3.942
N -5.315 -2.969 -3.621
H 1.003 -1.357 5.890
C -0.947 2.916 2.895
O -0.243 -3.755 -1.875
H 1.631 0.331 2.933
H -1.389 1.098 2.007
H -0.920 -3.325 3.235
O 2.798 -5.661 1.113
O 2.090 -2.459 -3.730
H -1.581 5.077 3.337
H 3.515 -5.441 0.594
N 1.769 2.757 -2.655
H -3.103 -4.042 -1.153
H -5.041 -0.318 3.331
H 3.479 3.446 -1.905
H 1.104 -4.266 -0.532
H -2.275 0.748 -0.989
O -2.181 1.447 -1.530
H -0.834 -1.441 4.973
H 3.826 1.973 -2.958
H -0.853 2.800 3.983
*
```

=====

Which value of ΔE to the lowest compared entry with this formula, charge and spin does entry 4 give? 0.0 kcal per mole